The following is a quantum chemistry calculation of a single C27H32N4O3S molecule, from OMol25.

Output
SMILES: COc1ccc(NC(=S)N2CCN(CC/N=C/C3=C(O)C[C@@H](c4ccccc4)CC3=O)CC2)cc1
Maximum force: 0.0143 Eh/bohr
Energy above the lowest of the compared OMol25 structures with the same formula, charge and spin: 40.1 kcal per mole
Frontier orbital gap: 8.5 eV

```
67
Properties=species:S:1:pos:R:3:forces:R:3:nbo_charge:R:1
C -8.33565 -2.15318 -1.36671 -0.09 -0.07 -0.17 -0.252
O -7.67526 -1.66548 -0.22448 0.16 0.11 0.24 -0.492
C -6.32055 -1.53160 -0.26380 0.15 0.04 0.06 0.280
C -5.51668 -1.83785 -1.35647 -0.39 -0.08 0.05 -0.248
C -4.14795 -1.65303 -1.28325 0.23 0.18 0.28 -0.234
C -3.55169 -1.15874 -0.12829 -0.61 -0.06 -0.06 0.116
N -2.16030 -1.01526 -0.10516 0.21 0.11 -0.32 -0.611
C -1.36836 -0.34771 0.78408 0.07 -0.10 0.04 0.321
S 0.12926 -0.99240 1.09305 0.62 -0.38 0.13 -0.289
N -1.82041 0.78669 1.36783 -0.06 -0.36 -0.15 -0.439
C -0.96372 1.48036 2.30735 0.54 0.17 0.34 -0.232
C -0.08712 2.48012 1.55583 -0.10 -0.27 0.19 -0.231
N -0.94717 3.43790 0.88319 -0.08 -0.07 -0.02 -0.461
C -0.27928 4.60457 0.35498 0.08 0.10 -0.35 -0.203
C 0.39653 4.47996 -1.04080 -0.31 0.38 0.30 -0.254
N 1.10101 3.24328 -1.18841 0.18 -0.46 -0.19 -0.529
C 2.30413 3.09996 -0.78356 -0.06 0.16 -0.02 0.175
C 2.94072 1.80659 -0.79726 -0.12 0.18 0.02 -0.414
C 2.27353 0.70697 -1.28700 -0.10 0.03 -0.03 0.547
O 1.07822 0.79741 -1.82487 0.22 -0.16 -0.02 -0.656
C 2.85510 -0.66477 -1.21756 -0.16 0.00 0.18 -0.477
C 3.82420 -0.75900 -0.03388 0.06 -0.03 -0.29 -0.256
C 4.35115 -2.16736 0.08432 -0.03 0.07 0.09 0.079
C 5.54484 -2.58010 -0.49089 -0.01 0.07 0.00 -0.242
C 5.96378 -3.89515 -0.37657 0.07 -0.09 -0.05 -0.206
C 5.19210 -4.81694 0.30760 0.05 -0.09 -0.01 -0.224
C 3.99524 -4.41678 0.87804 -0.06 -0.07 0.04 -0.190
C 3.58015 -3.10306 0.76671 0.05 0.02 -0.02 -0.241
C 4.89093 0.31689 -0.21018 0.05 -0.01 0.28 -0.492
C 4.28448 1.70641 -0.22669 0.00 -0.41 -0.12 0.594
O 4.89223 2.67269 0.19009 0.05 0.11 0.06 -0.579
C -1.83322 2.77417 -0.05108 -0.17 -0.08 0.19 -0.236
C -2.68370 1.72850 0.68077 -0.24 0.31 -0.51 -0.216
C -4.35721 -0.87437 0.97509 0.07 -0.12 -0.12 -0.236
C -5.72014 -1.05432 0.90278 -0.20 -0.08 -0.20 -0.225
H -9.39299 -2.17599 -1.10807 0.06 -0.02 -0.07 0.202
H -8.00470 -3.16516 -1.62180 0.00 0.04 0.00 0.176
H -8.18913 -1.49409 -2.22874 0.01 -0.03 0.03 0.175
H -5.94017 -2.22283 -2.27029 -0.07 -0.03 -0.07 0.215
H -3.53143 -1.89755 -2.13588 0.07 0.01 -0.11 0.215
H -1.64896 -1.71239 -0.63164 0.01 0.16 0.24 0.424
H -0.34310 0.75440 2.83312 -0.14 0.11 -0.04 0.247
H -1.60444 2.00533 3.02014 0.00 0.02 -0.03 0.200
H 0.55446 3.01273 2.25958 0.03 -0.01 0.01 0.208
H 0.54711 1.91320 0.85953 -0.02 0.02 0.14 0.194
H 0.47725 4.89909 1.08532 -0.02 0.06 -0.01 0.199
H -1.01785 5.41066 0.28329 0.11 0.08 0.02 0.197
H 1.05515 5.35070 -1.16121 -0.07 -0.03 -0.09 0.192
H -0.37097 4.50488 -1.81993 0.07 0.16 0.06 0.195
H 2.89445 3.92244 -0.37226 -0.05 0.08 0.01 0.195
H 0.79736 1.77362 -1.74206 0.05 0.10 0.08 0.511
H 2.03896 -1.38140 -1.11168 -0.01 0.05 -0.05 0.255
H 3.38135 -0.88952 -2.15082 0.02 -0.01 -0.03 0.232
H 3.25245 -0.53913 0.87526 0.02 0.01 -0.05 0.227
H 6.16436 -1.87885 -1.02908 0.06 0.10 -0.04 0.208
H 6.89848 -4.19934 -0.82532 0.07 -0.02 -0.03 0.211
H 5.52158 -5.84181 0.39605 0.02 -0.07 0.01 0.212
H 3.38513 -5.12989 1.41286 -0.05 -0.05 0.05 0.212
H 2.64550 -2.79129 1.21081 -0.13 0.03 0.07 0.221
H 5.64054 0.27224 0.58150 0.01 0.07 -0.06 0.239
H 5.40391 0.18988 -1.16852 0.05 -0.03 -0.03 0.220
H -2.49153 3.52295 -0.49773 -0.04 -0.04 -0.07 0.206
H -1.27696 2.26431 -0.85592 -0.08 0.04 0.00 0.177
H -3.32619 1.21936 -0.03495 0.03 0.09 0.10 0.227
H -3.30656 2.22112 1.43274 -0.03 -0.02 -0.08 0.207
H -3.90887 -0.52619 1.89207 0.03 0.05 0.08 0.231
H -6.34976 -0.83944 1.75113 -0.08 0.03 0.12 0.226
```
Positions in Å, forces in eV/Å.